{
  "formula": "C32H45HfIN2O2P",
  "method": "ωB97M-V with the def2-TZVPD basis set",
  "species": ["Hf", "C", "C", "N", "C", "C", "C", "O", "C", "C", "N", "C", "C", "C", "C", "C", "C", "I", "C", "O", "H", "H", "H", "H", "H", "H", "H", "H", "H", "H", "H", "H", "C", "C", "C", "C", "C", "C", "P", "C", "C", "C", "C", "C", "C", "C", "C", "C", "C", "C", "C", "H", "H", "H", "H", "H", "H", "H", "H", "H", "H", "H", "H", "H", "H", "H", "H", "H", "H", "H", "H", "H", "H", "H", "H", "H", "H", "H", "H", "H", "H", "H", "H", "H"],
  "positions_angstrom": [[0.0256, 1.2288, 0.1791], [4.3217, 2.3664, -0.5444], [3.7978, 2.0680, 0.8240], [4.6551, 1.8383, 1.7999], [4.2378, 1.5769, 3.0323], [2.9037, 1.5909, 3.4014], [2.4867, 1.2378, 4.8031], [1.1718, 0.6828, 4.7625], [1.9453, 1.8890, 2.4086], [0.5807, 2.1982, 2.8362], [-0.4853, 1.9407, 2.1359], [-1.7757, 2.3171, 2.6198], [-2.1299, 2.1297, 3.9523], [-3.3886, 2.4957, 4.4025], [-4.3121, 3.0523, 3.5302], [-3.9865, 3.2341, 2.1907], [-2.7326, 2.8550, 1.7641], [-2.2303, 3.1422, -0.3121], [2.4126, 2.0550, 1.0740], [1.5474, 2.2772, 0.0365], [5.4032, 2.2738, -0.5367], [4.0550, 3.3850, -0.8361], [3.9025, 1.6930, -1.2951], [5.0090, 1.3515, 3.7614], [2.5221, 2.1264, 5.4448], [3.1925, 0.5104, 5.2077], [0.9460, 0.3582, 5.6433], [0.4766, 2.7598, 3.7587], [-1.4125, 1.6811, 4.6288], [-3.6462, 2.3403, 5.4412], [-5.2910, 3.3491, 3.8813], [-4.7025, 3.6779, 1.5116], [3.4328, -2.7980, -1.6079], [2.9561, -2.5884, -0.1684], [1.6414, -1.7757, -0.1035], [0.9531, -1.7272, -1.4751], [1.8714, -0.9776, -2.4596], [3.3307, -1.4933, -2.3937], [-0.6028, -0.7683, -1.2760], [-1.2972, 0.0050, -2.7990], [-0.5386, 1.2759, -3.2152], [-1.4595, 2.1350, -4.0941], [-2.2983, 1.2432, -5.0368], [-1.6225, -0.1029, -5.2992], [-1.4880, -0.9340, -4.0065], [-1.9836, -1.6204, -0.4006], [-2.0841, -3.1465, -0.6023], [-1.4682, -3.9029, 0.5727], [-2.2130, -3.5903, 1.8830], [-2.7431, -2.1445, 1.9410], [-1.8764, -1.2178, 1.0878], [2.8502, -3.5813, -2.0970], [4.4655, -3.1428, -1.5963], [3.7294, -2.0650, 0.3963], [2.8092, -3.5528, 0.3175], [1.8691, -0.7213, 0.1942], [0.9944, -2.1958, 0.6676], [0.7308, -2.7352, -1.8286], [1.8603, 0.0931, -2.2000], [1.4861, -1.0774, -3.4736], [3.9700, -0.7479, -1.9147], [3.7111, -1.6317, -3.4042], [-2.2899, 0.3243, -2.4547], [0.3498, 1.0085, -3.7838], [-0.1764, 1.8664, -2.3361], [-0.8547, 2.8444, -4.6584], [-2.1368, 2.7264, -3.4686], [-2.4557, 1.7632, -5.9796], [-3.2893, 1.0692, -4.6099], [-0.6395, 0.0625, -5.7449], [-2.2046, -0.6656, -6.0271], [-0.6466, -1.6238, -4.1052], [-2.3838, -1.5378, -3.8523], [-2.8768, -1.1472, -0.8188], [-1.6260, -3.4437, -1.5480], [-3.1397, -3.4157, -0.6722], [-0.4072, -3.6524, 0.6662], [-1.5145, -4.9725, 0.3738], [-1.5498, -3.7757, 2.7282], [-3.0565, -4.2715, 1.9897], [-2.7724, -1.7904, 2.9715], [-3.7664, -2.0962, 1.5616], [-0.8325, -1.2961, 1.4420], [-2.2169, -0.1720, 1.2112]],
  "forces_ev_per_a": [[-1.5, 0.4, 0.4], [-0.1, 0.1, 0.0], [-0.3, -0.2, -0.3], [0.2, 0.0, 0.0], [-0.2, -0.1, 0.0], [-0.3, -0.1, -0.1], [0.1, 0.1, 0.2], [0.0, 0.1, -0.1], [0.4, 0.0, -0.3], [-0.2, 0.0, 0.0], [0.3, 0.2, 0.2], [-0.4, 0.1, 0.2], [0.2, -0.1, -0.1], [0.0, 0.0, 0.0], [0.0, 0.0, 0.0], [-0.1, 0.1, -0.1], [0.2, 0.0, -0.5], [0.3, -0.5, 0.6], [0.6, 0.1, 1.1], [0.8, 0.7, -0.6], [0.0, 0.0, 0.0], [0.0, 0.0, 0.0], [0.0, 0.0, 0.0], [0.0, 0.0, 0.0], [-0.1, 0.0, 0.0], [0.0, 0.0, 0.0], [0.0, 0.0, 0.0], [-0.1, -0.1, 0.1], [0.0, 0.0, 0.0], [0.0, 0.0, 0.0], [0.0, 0.0, 0.0], [0.0, 0.0, 0.0], [0.0, 0.2, 0.1], [0.1, 0.0, 0.0], [-0.1, -0.3, -0.1], [-0.2, 0.2, 0.0], [0.1, -0.2, 0.0], [0.0, -0.1, 0.0], [-0.5, -0.9, -1.1], [0.2, -0.1, 0.1], [-0.3, -0.2, -0.1], [0.0, 0.0, 0.1], [0.1, -0.1, 0.0], [-0.1, 0.0, 0.0], [0.0, 0.1, -0.1], [0.3, 0.0, 0.0], [0.1, -0.1, 0.1], [-0.1, 0.0, 0.0], [0.1, 0.0, -0.1], [0.1, 0.0, 0.1], [-0.2, -0.1, -0.1], [0.0, 0.0, 0.0], [0.0, 0.0, 0.0], [0.0, 0.0, 0.0], [0.0, 0.0, 0.0], [0.1, 0.1, 0.0], [0.0, 0.1, 0.0], [0.0, 0.0, 0.0], [0.0, 0.0, -0.1], [0.0, 0.1, 0.0], [0.0, 0.0, 0.0], [0.0, 0.1, 0.0], [0.0, 0.0, 0.1], [0.2, 0.0, 0.2], [0.1, 0.1, 0.0], [0.0, 0.0, 0.0], [0.0, 0.0, 0.0], [0.0, 0.0, 0.0], [0.0, 0.0, 0.0], [0.0, 0.0, 0.0], [0.1, 0.0, 0.0], [0.0, 0.0, 0.0], [0.0, 0.0, 0.0], [0.0, 0.0, 0.0], [-0.1, 0.0, 0.0], [0.0, 0.0, -0.1], [0.0, 0.0, 0.0], [0.1, 0.0, 0.0], [0.0, 0.0, 0.0], [0.0, 0.0, 0.0], [-0.1, 0.0, 0.0], [0.0, 0.0, 0.0], [0.0, 0.0, 0.0], [0.0, 0.0, 0.0]],
  "mulliken_charge": [0.3748, -1.1671, 0.5528, -0.4974, -0.8505, -0.1001, -0.8192, -0.5036, 0.3542, 0.3739, 0.1453, -0.3510, 0.0265, -0.8691, -0.6586, -0.6697, 0.5993, 0.2548, 0.6687, -0.9699, 0.3569, 0.3593, 0.1817, 0.4760, 0.3952, 0.5023, 0.3327, 0.8876, 0.5148, 0.4675, 0.4476, 0.4603, -0.8209, -0.9156, 0.7979, 0.6202, -0.4831, -0.8926, -1.0647, 0.3227, -0.3235, -0.6861, -0.7036, -0.9136, -0.7402, 0.7582, -1.1567, -0.1330, -0.9107, -1.0290, -0.2404, 0.3599, 0.5218, 0.3624, 0.3750, -0.7738, -0.1731, 1.0529, -0.2175, 0.4281, 0.2167, 0.4553, 0.6172, 0.3619, -0.0815, 0.4941, -0.0598, 0.4592, 0.3143, 0.3408, 0.4844, 0.2691, 0.4295, 0.8834, 0.3771, 0.6521, -0.1919, 0.5527, 0.3506, 0.3754, 0.4384, 0.4048, 0.2241, -0.0647],
  "homo_lumo_gap_ev": 6.92,
  "homo_ev": -17.5,
  "total_charge": 3,
  "spin_multiplicity": 1
}